# 1
Computed, not measured: a structure of composition C3H7BaO2, with ωB97M-V/def2-TZVPD.

Last column: Mulliken charge in e.
Positions of all 13 atoms, in Å:
C: 0.624 -0.579 0.808  -1.103
O: 0.827 0.857 0.871  -0.289
C: 0.866 1.522 -0.256  0.602
C: 1.025 1.005 -1.511  -1.692
H: -1.793 -1.064 1.616  0.422
H: 1.659 -0.959 0.725  0.237
H: 0.364 -1.228 1.652  0.256
H: 0.596 2.573 -0.113  0.375
H: 1.550 0.060 -1.679  0.579
H: 0.891 1.683 -2.354  0.303
Ba: -1.075 -0.895 -1.332  1.645
O: -2.439 -1.145 0.708  -0.668
H: -3.096 -1.831 0.865  0.332

The largest force on an atom comes out at 4.5 eV/Å. For the LUMO energy, the calculation gives -4.15 eV. Its net charge is +1.

***

# 2
Computed, not measured: a cluster of 2 separate species, C5H12N2O2 in total, with ωB97M-V/def2-TZVPD.

Last column: Mulliken charge in e.
Positions of all 21 atoms, in Å:
C: 0.603 -1.917 -1.070  -0.988
N: 1.226 -0.916 -0.221  -0.561
C: 1.248 0.318 -0.573  0.851
C: 1.877 1.283 0.409  -1.117
N: 0.779 0.848 -1.748  -0.468
H: 0.141 -2.680 -0.437  0.280
H: 1.357 -2.410 -1.690  0.332
H: -0.190 -1.522 -1.712  0.332
H: 1.425 1.148 1.396  0.228
H: 2.949 1.076 0.479  0.299
H: 1.734 2.320 0.092  0.411
H: 1.137 1.762 -2.000  0.231
H: 0.766 0.207 -2.532  0.191
C: -1.942 -0.836 1.716  -0.595
O: -2.183 -0.137 0.491  -0.269
C: -1.837 1.172 0.470  0.204
O: -1.390 1.841 1.387  -0.530
H: -1.569 -0.201 2.524  0.316
H: -1.217 -1.631 1.524  0.180
H: -2.882 -1.295 2.034  0.277
H: -2.031 1.570 -0.538  0.395

The largest force on an atom comes out at 1.9 eV/Å. For the LUMO energy, the calculation gives 0.87 eV. Its net charge is 0. The SMILES is C/N=C(/C)N.COC=O.

***

# 3
Computed, not measured: a cluster of 2 separate species, C6H8O6P2 in total, with ωB97M-V/def2-TZVPD.

Last column: Mulliken charge in e.
Positions of all 22 atoms, in Å:
C: 0.611 0.920 -1.510  -1.308
C: 1.521 1.153 -2.356  0.577
C: -2.197 1.217 -0.457  0.005
C: -1.324 0.157 -0.177  -0.695
C: -3.539 1.135 0.260  -1.094
C: -0.029 -0.007 -0.812  1.605
O: 2.668 0.218 3.242  -0.818
O: 3.444 -0.356 0.821  -0.509
O: 2.128 -2.022 2.186  -0.517
O: 2.071 1.651 -3.339  -0.667
O: 2.032 -1.692 -1.352  -0.759
O: 0.907 0.102 1.382  -0.413
P: 0.757 -1.677 -0.501  -0.130
P: 2.218 -0.321 1.939  0.594
H: -1.962 2.109 -1.072  0.365
H: -1.775 -0.721 0.332  0.183
H: -3.401 0.523 1.184  0.314
H: -4.048 2.144 0.333  0.274
H: -4.386 0.604 -0.190  0.273
H: 3.132 -0.598 -0.101  0.412
H: 1.421 -2.226 1.590  0.321
H: -0.250 -2.314 -1.401  -0.012

The largest force on an atom comes out at 4.4 eV/Å. For the LUMO energy, the calculation gives 5.31 eV. Its net charge is -2.

***

# 4
Computed, not measured: a cluster of 2 separate species, CH3ClO2S in total, with ωB97M-V/def2-TZVPD.

Last column: Mulliken charge in e.
Positions of all 8 atoms, in Å:
O: 0.220 -2.966 0.509  -0.505
C: -0.041 -1.793 0.386  0.468
O: -1.012 -1.117 0.949  -0.356
H: 0.458 -0.950 -0.218  0.097
H: -1.601 -1.654 1.456  0.299
S: 0.370 2.045 -1.077  -0.059
Cl: 1.306 3.422 0.066  -0.138
H: 0.300 3.012 -2.071  0.193

The largest force on an atom comes out at 1.8 eV/Å. For the LUMO energy, the calculation gives -0.24 eV. Its net charge is 0. The SMILES is O=CO.SCl.

***

# 5
Computed, not measured: a structure of composition C4H7O4Sm, with ωB97M-V/def2-TZVPD.

Last column: Mulliken charge in e.
Positions of all 16 atoms, in Å:
O: -0.161 -0.622 1.137  -0.492
C: -0.803 -1.849 0.829  -0.567
C: -1.601 -1.666 -0.448  -0.409
O: -2.309 -0.434 -0.338  -0.289
C: -3.250 -0.219 -1.381  -0.732
Sm: -1.277 1.472 0.910  1.566
H: -1.458 -2.106 1.672  0.306
H: -0.073 -2.661 0.708  0.341
H: -2.311 -2.496 -0.581  0.437
H: -0.940 -1.616 -1.329  0.357
H: -4.021 -1.002 -1.356  0.299
H: -3.714 0.759 -1.212  0.255
H: -2.743 -0.223 -2.357  0.342
O: 0.893 1.002 -0.013  -0.708
C: 1.101 -0.194 0.272  0.780
O: 1.948 -1.008 0.010  -0.485

The largest force on an atom comes out at 2.2 eV/Å. The spin multiplicity is 7. For the LUMO energy (alpha / beta), the calculation gives -4.80 / -4.75 eV. The expectation value of S² is 12.01. Its net charge is +1.

***

# 6
Computed, not measured: a structure of composition C12H16Cl2F4N4O2Zn, with ωB97M-V/def2-TZVPD.

Last column: Mulliken charge in e.
Positions of all 41 atoms, in Å:
Zn: 0.647 0.308 -0.653  0.064
C: 0.373 3.166 -1.180  -1.221
N: 0.765 2.406 0.015  0.906
C: 2.048 2.904 0.503  -1.249
C: -0.270 2.457 1.056  -1.219
C: -1.501 1.657 0.646  -0.245
N: -1.067 0.334 0.220  0.226
C: -1.939 -0.710 0.366  0.432
C: -1.484 -1.985 0.734  -0.295
F: -0.168 -2.157 1.015  -0.233
C: -2.324 -3.069 0.875  -0.054
F: -1.793 -4.248 1.237  -0.309
C: -3.687 -2.957 0.685  -0.524
C: -4.165 -1.708 0.344  0.063
F: -5.477 -1.536 0.133  -0.312
C: -3.328 -0.621 0.180  0.758
F: -3.867 0.547 -0.216  -0.311
H: 0.218 4.223 -0.933  0.355
H: -0.552 2.766 -1.596  0.321
H: 1.154 3.068 -1.930  0.344
H: 1.991 3.972 0.747  0.305
H: 2.804 2.754 -0.267  0.284
H: 2.340 2.358 1.399  0.413
H: -0.538 3.499 1.281  0.306
H: 0.156 2.008 1.956  0.387
H: -2.060 2.192 -0.128  0.355
H: -2.163 1.591 1.515  0.447
H: -4.346 -3.804 0.799  0.496
N: 0.962 -1.731 -1.477  -0.064
N: 1.737 -1.526 -2.636  -0.484
C: 2.416 -0.286 -2.763  0.603
O: 3.345 -0.229 -3.542  -0.663
O: 1.941 0.677 -2.043  -0.632
H: 1.433 -2.329 -0.803  0.141
H: 0.084 -2.173 -1.729  0.311
H: 2.309 -2.306 -2.928  0.254
Cl: 3.034 -3.353 0.995  -0.160
C: 2.760 -1.906 1.975  -0.188
Cl: 2.988 -0.422 1.032  -0.092
H: 3.482 -1.902 2.782  0.413
H: 1.740 -1.929 2.336  0.073

The largest force on an atom comes out at 0.3 eV/Å. For the LUMO energy, the calculation gives 0.26 eV. Its net charge is 0.

***

Look up the net charge of the fifth one. +1

***

Which of these has the lowest net charge? C6H8O6P2